Record 1
A molecular structure, C41H35ClN2PbSi2. Source: the OMol25 dataset; level of theory: the ωB97M-V functional and the def2-TZVPD basis.

Each line ends with the Löwdin charge.
Cartesian coordinates (Å):
C1 -2.071 -0.657 4.112  -0.24
C2 -2.813 -0.242 2.971  -0.23
C3 -2.621 -1.212 1.946  -0.22
H1 -3.477 0.611 2.917  0.09
C4 -1.786 -2.231 2.462  -0.20
C5 -1.447 -1.887 3.800  -0.23
H2 -0.877 -2.501 4.484  0.09
H3 -2.069 -0.173 5.078  0.09
H4 -3.070 -1.207 0.967  0.09
H5 -1.502 -3.137 1.944  0.09
Pb1 -0.076 0.151 2.280  1.46
Si1 2.811 1.591 -1.537  0.30
C6 0.844 2.044 -1.605  -0.36
C7 0.775 3.295 -2.214  -0.19
H6 1.653 3.672 -2.767  0.09
C8 -0.370 4.108 -2.141  -0.08
H7 -0.356 5.099 -2.630  0.11
C9 -1.540 3.606 -1.545  -0.11
H8 -2.464 4.184 -1.629  0.10
C10 -1.572 2.325 -0.980  -0.11
H9 -2.509 1.945 -0.517  0.11
C11 -0.407 1.534 -1.087  -0.22
H10 -0.585 0.468 -0.835  0.02
C12 -1.266 -1.310 -2.015  -0.31
C13 -2.633 -1.528 -1.952  -0.09
H11 -3.301 -0.654 -1.970  0.10
C14 -3.016 -2.892 -1.850  -0.09
H12 -4.034 -3.144 -2.179  0.10
C15 -2.111 -3.876 -1.418  -0.10
H13 -2.425 -4.906 -1.280  0.09
C16 -0.767 -3.538 -1.124  -0.10
H14 -0.049 -4.218 -0.663  0.10
C17 -0.330 -2.275 -1.494  -0.20
H15 0.730 -1.942 -1.466  0.06
H16 2.641 0.061 -1.553  -0.07
Si2 -0.026 -0.494 -3.035  0.67
C18 0.573 -1.717 -4.342  -0.26
C19 -0.125 -1.641 -5.565  -0.10
H17 -0.713 -0.747 -5.812  0.09
C20 -0.235 -2.766 -6.380  -0.10
H18 -0.861 -2.748 -7.275  0.10
C21 0.335 -3.962 -5.946  -0.12
H19 0.247 -4.866 -6.546  0.09
C22 1.137 -3.998 -4.802  -0.12
H20 1.529 -4.954 -4.449  0.09
C23 1.398 -2.841 -4.084  -0.11
H21 2.191 -2.814 -3.323  0.10
C24 -0.253 0.947 -4.212  -0.36
C25 -1.574 1.324 -4.423  -0.12
H22 -2.368 0.773 -3.911  0.09
C26 -1.819 2.419 -5.255  -0.09
H23 -2.845 2.768 -5.408  0.10
C27 -0.730 3.126 -5.795  -0.11
H24 -0.917 4.038 -6.365  0.09
C28 0.582 2.690 -5.611  -0.11
H25 1.437 3.231 -6.008  0.10
C29 0.835 1.566 -4.837  -0.12
H26 1.843 1.204 -4.617  0.10
H27 3.968 2.087 -2.288  -0.07
Cl1 3.416 2.378 0.316  0.13
C30 2.829 -2.578 4.839  -0.03
C31 2.064 -1.977 3.847  -0.11
N1 1.590 -0.718 3.969  -0.03
C32 1.764 -0.038 5.137  -0.13
C33 2.526 -0.610 6.193  -0.14
C34 3.075 -1.896 6.011  0.02
C35 2.682 0.176 7.380  -0.01
C36 2.098 1.414 7.528  -0.01
C37 1.282 2.001 6.510  -0.14
C38 0.648 3.252 6.634  0.02
C39 -0.145 3.716 5.597  -0.03
C40 -0.276 2.942 4.440  -0.09
N2 0.357 1.761 4.278  -0.01
C41 1.122 1.270 5.296  -0.14
H28 3.202 -3.577 4.663  0.12
H29 1.816 -2.497 2.921  0.12
H30 3.671 -2.336 6.801  0.13
H31 3.293 -0.233 8.182  0.12
H32 2.251 1.993 8.439  0.12
H33 0.781 3.837 7.537  0.12
H34 -0.667 4.660 5.652  0.11
H35 -0.902 3.273 3.610  0.12

Results
- Gap between HOMO and LUMO (spin up / spin down): 0.0718 / 0.0708 Ha
- HOMO level (spin up / spin down): -0.137 / -0.136 hartree
- Net charge: 0
- Spin multiplicity: 1

---

Record 2
A molecular structure, C41H35N10NiO4S. Source: the OMol25 dataset; level of theory: the ωB97M-V functional and the def2-TZVPD basis.

Each line ends with the Löwdin charge.
Cartesian coordinates (Å):
Ni1 0.079 0.412 -0.300  0.69
O1 0.511 3.899 1.894  0.08
C1 0.251 2.795 1.409  -0.46
N1 0.592 2.329 0.176  0.05
C2 1.715 2.913 -0.386  -0.42
O2 1.906 4.134 -0.510  0.10
C3 2.703 1.925 -0.857  -0.21
C4 3.730 2.362 -1.718  0.04
C5 4.513 1.395 -2.352  -0.04
C6 4.334 0.051 -2.040  -0.05
C7 3.360 -0.257 -1.106  -0.15
N2 2.559 0.641 -0.533  0.08
C8 -0.492 1.832 2.242  -0.18
C9 -1.038 2.221 3.441  0.02
C10 -1.934 1.378 4.076  -0.02
C11 -2.183 0.128 3.523  -0.04
C12 -1.568 -0.220 2.337  -0.12
N3 -0.765 0.628 1.672  0.05
H1 3.937 3.421 -1.813  0.13
H2 5.188 1.696 -3.147  0.12
H3 4.995 -0.717 -2.498  0.13
H4 3.253 -1.295 -0.757  0.11
H5 -0.711 3.189 3.889  0.15
H6 -2.398 1.703 5.008  0.12
H7 -2.864 -0.553 4.001  0.11
H8 -1.719 -1.213 1.865  0.12
S1 0.098 1.151 -7.100  1.02
C13 0.262 0.947 -5.380  -0.52
C14 0.730 -0.265 -4.836  -0.05
C15 0.788 -0.388 -3.463  -0.14
N4 0.382 0.553 -2.595  0.03
C16 -0.040 1.726 -3.127  -0.11
C17 -0.110 1.957 -4.499  -0.05
C18 -1.599 0.840 -7.228  -0.56
C19 -2.521 1.902 -7.340  -0.07
C20 -3.856 1.612 -7.237  -0.14
N5 -4.329 0.355 -7.123  0.06
C21 -3.438 -0.632 -7.099  -0.14
C22 -2.054 -0.449 -7.144  -0.09
H9 1.073 -1.079 -5.498  0.12
H10 1.202 -1.286 -2.999  0.11
H11 -0.434 2.510 -2.442  0.12
H12 -0.466 2.947 -4.862  0.13
H13 -2.147 2.930 -7.467  0.12
H14 -4.623 2.399 -7.240  0.12
H15 -3.862 -1.646 -7.052  0.11
H16 -1.351 -1.301 -7.150  0.12
N6 -7.076 -0.319 -0.468  0.17
C23 -6.338 0.643 0.154  -0.46
O3 -6.772 1.487 0.957  0.06
C24 -4.886 0.684 -0.235  -0.10
C25 -4.103 1.815 0.190  0.04
C26 -2.807 1.921 -0.239  -0.12
N7 -2.192 1.005 -1.007  0.04
C27 -3.009 0.097 -1.569  -0.13
C28 -4.306 -0.167 -1.166  -0.01
H17 -8.090 -0.235 -0.372  0.13
H18 -6.836 -0.616 -1.400  0.09
H19 -4.524 2.507 0.923  0.13
H20 -2.230 2.786 0.057  0.12
H21 -2.569 -0.549 -2.346  0.11
H22 -4.778 -1.047 -1.623  0.12
C29 4.526 0.507 8.103  -0.06
C30 4.061 -0.295 6.931  -0.28
C31 3.278 -1.444 7.116  -0.05
C32 2.725 -2.113 6.048  0.00
C33 3.032 -1.700 4.694  -0.22
N8 2.553 -2.420 3.594  0.12
C34 1.808 -3.586 3.624  -0.47
O4 1.503 -4.187 4.663  0.06
N9 1.560 -4.104 2.351  0.13
C35 1.119 -3.468 1.176  -0.18
C36 0.741 -4.326 0.088  0.03
C37 -0.035 -3.825 -0.934  -0.04
C38 -0.308 -2.476 -0.954  -0.13
N10 0.203 -1.587 -0.055  -0.02
C39 0.895 -2.092 1.012  -0.06
C40 3.793 -0.547 4.508  -0.04
C41 4.363 0.111 5.610  -0.04
H23 4.876 -0.175 8.897  0.09
H24 3.723 1.133 8.504  0.09
H25 5.319 1.193 7.819  0.07
H26 3.076 -1.722 8.174  0.13
H27 2.025 -2.957 6.173  0.10
H28 2.918 -2.118 2.678  0.14
H29 1.126 -5.033 2.410  0.16
H30 1.077 -5.366 0.088  0.13
H31 -0.418 -4.417 -1.752  0.12
H32 -0.882 -1.997 -1.763  0.10
H33 1.154 -1.345 1.754  0.11
H34 4.006 -0.189 3.490  0.11
H35 5.037 0.956 5.465  0.11

Results
- Gap between HOMO and LUMO (spin up / spin down): 0.2539 / 0.2540 Ha
- HOMO level (spin up / spin down): -0.371 / -0.371 hartree
- Net charge: +1
- Spin multiplicity: 3

---

Short version: energy relative to the best compared isomer or geometry (same formula, charge and spin) = 28.9 39.0 kcal per mole, in the order given.